Formula: C24H18N2O4
Source: the OMol25 dataset
Level of theory: ωB97M-V with the def2-TZVPD basis set

Geometry (Å):
C1 2.901240 3.683738 -3.796727
C2 2.470512 3.767277 -2.346317
O1 3.162663 4.068755 -1.449819
N1 1.240043 3.248599 -2.182303
C3 0.584706 3.165787 -1.148456
C4 -0.615009 2.567263 -1.015969
C5 -1.220826 2.387437 0.197056
C6 -0.948953 2.653228 1.322020
N2 -1.531336 2.643710 2.440957
C7 -2.530670 1.545496 3.042998
O2 -3.214767 1.715162 3.869543
C8 -2.494696 0.345780 2.116671
C9 -3.935373 -0.146218 1.723513
C10 -3.978554 -1.302155 1.126402
C11 -3.076591 -1.845923 0.556145
C12 -1.541520 -1.392690 0.791064
C13 -0.736377 -2.143139 0.113437
C14 -0.528149 -2.507592 -1.014251
C15 0.784134 -3.103883 -1.690855
C16 0.584648 -3.822894 -2.807719
C17 1.994684 -4.429746 -3.305599
C18 3.045242 -4.419786 -2.466980
C19 2.858275 -3.988688 -1.214636
C20 1.753546 -3.317310 -0.897852
O3 1.793652 -2.800808 0.522421
C21 0.816916 -2.113144 0.937042
O4 0.921018 -1.750228 2.111161
C22 -1.381471 -0.137874 1.539716
C23 0.380345 3.118915 1.360627
C24 1.166981 3.408678 0.261466
H1 2.756893 2.807435 -4.270838
H2 2.246339 4.429755 -4.409429
H3 3.946122 4.197207 -4.004882
H4 0.669481 2.807142 -3.043833
H5 -1.064979 2.378993 -2.010232
H6 -2.383540 1.995841 0.089325
H7 -1.188583 3.021989 3.498702
H8 -4.664558 0.222755 2.351719
H9 -5.055557 -1.714834 0.926303
H10 -2.933441 -2.855718 0.036906
H11 -1.321022 -2.639268 -1.589379
H12 -0.162221 -3.731695 -3.485964
H13 2.063436 -4.825535 -4.122472
H14 3.749787 -4.925683 -2.987284
H15 3.704048 -4.076996 -0.436723
H16 -0.394834 0.211717 1.917029
H17 0.806113 3.277164 2.321159
H18 2.078092 3.564825 0.407307

Forces on the atoms, in the same order (eV/Å):
C 1.3 6.7 -0.6
C 0.1 -1.8 -3.5
O 2.1 1.6 2.4
N 1.0 -0.8 -10.4
C -2.4 -0.8 12.9
C 0.2 0.5 -2.8
C -11.1 -5.1 -12.8
C 9.4 4.5 7.4
N -6.1 -1.4 12.7
C 8.8 -1.3 -13.1
O -7.2 2.4 10.0
C -6.1 0.1 -0.6
C 6.9 4.1 4.3
C -13.7 1.5 1.7
C 16.4 -7.0 -5.5
C -10.7 5.2 3.6
C 9.9 1.4 7.5
C 4.7 -4.2 -8.7
C -9.5 1.7 0.0
C 8.2 -1.8 -2.1
C -7.0 6.0 9.2
C -2.4 -0.4 -1.7
C 4.3 0.1 3.7
C 5.1 0.6 6.7
O 1.9 -2.4 -5.1
C -3.7 0.7 4.2
O -0.9 0.5 -1.9
C 1.8 -3.9 -0.4
C 2.3 1.2 -1.2
C -8.8 -2.4 -2.3
H -0.1 -3.3 -1.2
H 0.7 -1.2 1.1
H -1.9 -1.7 0.8
H 2.2 1.7 2.1
H -0.5 -0.5 0.9
H 2.7 0.8 -0.2
H -0.2 -0.6 -4.7
H -1.8 1.0 0.7
H 1.7 0.5 0.6
H -1.5 1.5 0.7
H -3.5 -0.1 -3.3
H -2.5 0.1 -1.6
H 0.4 -4.3 -9.2
H 3.5 -1.3 -0.1
H -1.6 0.2 -1.2
H -0.7 -0.4 -0.8
H 0.6 0.1 0.8
H 7.5 1.9 0.9

Summary:
M, g mol⁻¹: 398.42
LUMO level, Ha: -0.0179
Energy relative to the best compared isomer or geometry (same formula, charge and spin), eV: 16.516
E_HOMO, eV: -7.285
SMILES: CC(=O)Nc1ccc(NC(=O)c2cccc(-c3cc4ccccc4oc3=O)c2)cc1
HOMO-LUMO gap, eV: 6.80

Here are the Löwdin charges for atoms 1 to 2, given in e: number 1, C, carries -0.0053; number 2, C, carries -0.5411